Record 1
A molecular structure, C52H39F15GeN3O5RuS2Si in a non-equilibrium geometry, computed with ωB97M-V/def2-TZVPD.

```
! wB97M-V def2-TZVPD RIJCOSX def2/J DEFGRID3
* xyz 0 6
Ru -0.129 -0.020 0.447
O -0.185 -0.282 2.863
N -0.795 -1.379 3.252
C -0.236 -2.117 4.222
C -0.858 -3.237 4.709
C -2.102 -3.604 4.191
C -2.657 -2.846 3.188
C -1.984 -1.732 2.683
S -2.601 -0.800 1.380
H 0.719 -1.752 4.570
H -0.381 -3.824 5.476
H -2.606 -4.486 4.551
H -3.612 -3.088 2.750
O 2.214 -0.342 -0.114
C 2.772 0.286 -0.996
C 2.060 0.922 -2.162
C 2.531 0.136 -3.414
C 2.945 -1.326 -3.133
C 4.412 -1.525 -2.712
C 4.722 -1.035 -1.288
N 4.141 0.282 -1.111
H 2.301 1.980 -2.256
H 0.977 0.822 -2.009
H 3.369 0.651 -3.893
H 1.714 0.129 -4.136
H 2.797 -1.899 -4.052
H 2.283 -1.754 -2.375
H 5.052 -1.001 -3.427
H 4.664 -2.584 -2.780
H 5.799 -0.979 -1.127
H 4.288 -1.702 -0.540
H 4.487 0.937 -1.803
O 0.793 3.962 2.268
C 0.232 2.969 1.852
O 0.748 1.928 1.378
C -1.367 2.944 1.881
N -1.818 1.851 2.782
C -2.095 2.433 4.119
C -1.825 3.935 3.981
C -1.983 4.194 2.486
H -1.693 2.734 0.860
H -1.079 1.080 2.819
H -2.644 1.390 2.374
H -1.448 1.969 4.863
H -3.131 2.238 4.395
H -0.800 4.161 4.264
H -2.502 4.534 4.586
H -1.448 5.085 2.165
H -3.037 4.278 2.214
O -1.333 1.124 -0.984
Si -2.404 2.048 -1.656
C -4.071 2.080 -0.710
C -4.545 3.222 -0.074
C -5.764 3.220 0.585
C -6.531 2.069 0.607
C -6.066 0.920 -0.009
C -4.844 0.926 -0.658
C -2.738 1.585 -3.469
C -3.824 2.097 -4.164
C -4.006 1.795 -5.502
C -3.103 0.971 -6.154
C -2.031 0.435 -5.463
C -1.850 0.744 -4.127
C -1.790 3.866 -1.663
C -2.643 4.871 -2.094
C -2.285 6.201 -1.978
C -1.060 6.535 -1.429
C -0.180 5.540 -1.038
C -0.541 4.209 -1.165
H -3.965 4.134 -0.109
H -6.118 4.122 1.066
H -7.495 2.071 1.094
H -6.660 0.019 0.006
H -4.484 0.025 -1.131
H -4.542 2.723 -3.651
H -4.853 2.203 -6.035
H -3.243 0.741 -7.201
H -1.337 -0.225 -5.964
H -1.029 0.320 -3.569
H -3.606 4.614 -2.505
H -2.967 6.976 -2.292
H -0.793 7.574 -1.300
H 0.776 5.798 -0.605
H 0.140 3.431 -0.848
F 4.278 -4.842 -1.001
C 3.464 -4.930 -2.066
C 2.132 -4.591 -1.933
C 1.352 -4.612 -3.076
F 0.077 -4.233 -2.959
C 1.852 -5.006 -4.311
F 1.079 -5.011 -5.398
C 3.187 -5.394 -4.406
F 3.687 -5.796 -5.574
C 4.002 -5.342 -3.280
F 5.294 -5.673 -3.370
Ge 1.219 -4.136 -0.190
S -0.119 -2.442 -0.132
C -0.029 -5.670 0.212
C -0.510 -5.675 1.508
F -0.009 -4.752 2.356
C -1.443 -6.586 1.970
F -1.866 -6.556 3.240
C -1.932 -7.545 1.087
F -2.844 -8.427 1.501
C -1.456 -7.584 -0.220
F -1.908 -8.515 -1.062
C -0.506 -6.654 -0.635
F -0.021 -6.737 -1.877
C 2.600 -4.591 1.199
C 3.108 -3.690 2.112
F 2.696 -2.424 2.050
C 4.027 -4.081 3.081
F 4.517 -3.199 3.956
C 4.433 -5.411 3.139
F 5.312 -5.800 4.062
C 3.920 -6.338 2.236
F 4.295 -7.618 2.295
C 3.012 -5.907 1.282
F 2.522 -6.784 0.388
*
```

Computed properties:
- LUMO level (alpha / beta): -0.03 / -1.99 eV
- Energy relative to the best compared isomer or geometry (same formula, charge and spin): 24.0 kcal per mole
- HOMO level (alpha / beta): -8.5 / -8.5 eV
- Kohn-Sham gap (alpha / beta): 8.5 / 6.6 eV
- Total energy: -198671.6367 eV


Record 2
A molecular structure, C52H40ClN6OPdS3 in a non-equilibrium geometry, computed with ωB97M-V/def2-TZVPD.

```
! wB97M-V def2-TZVPD RIJCOSX def2/J DEFGRID3
* xyz 3 1
Pd 0.173 -1.822 -1.004
Cl 2.920 -7.677 -4.218
C 2.338 -6.132 -3.709
C 2.657 -4.985 -4.455
C 2.168 -3.753 -4.097
C 1.344 -3.595 -2.973
O 0.811 -2.408 -2.763
C 1.091 -4.734 -2.180
C 0.308 -4.712 -1.004
N -0.077 -3.681 -0.309
C -0.999 -3.901 0.784
C -1.138 -5.162 1.367
C -2.156 -5.443 2.260
C -3.073 -4.461 2.593
C -2.899 -3.174 2.112
C -3.854 -2.114 2.421
C -3.718 -0.892 1.920
C -2.488 -0.488 1.193
N -1.607 -1.526 0.864
C -1.835 -2.881 1.260
C 1.571 -6.007 -2.596
H 3.285 -5.086 -5.331
H 2.400 -2.881 -4.696
H -0.011 -5.691 -0.668
H -0.433 -5.947 1.139
H -2.246 -6.440 2.670
H -3.910 -4.678 3.245
H -4.710 -2.364 3.035
H -4.444 -0.110 2.110
H -2.001 0.195 1.870
H 1.335 -6.886 -2.009
N -0.200 -1.215 0.949
S 0.278 0.050 1.732
N 0.055 1.509 1.236
S -0.782 2.449 0.304
N -0.275 2.687 -1.073
S 0.283 1.387 -2.272
N 0.155 0.086 -1.691
C 0.329 1.407 -4.111
C 0.927 0.302 -4.676
C 1.075 0.346 -6.057
C 0.628 1.438 -6.793
C 0.005 2.514 -6.170
C -0.159 2.511 -4.792
C 1.942 2.071 -2.073
C 2.221 3.427 -2.211
C 3.526 3.852 -2.041
C 4.528 2.934 -1.732
C 4.230 1.587 -1.607
C 2.924 1.140 -1.782
C -2.505 1.874 0.261
C -3.531 2.720 0.545
C -4.849 2.337 0.184
C -5.111 1.159 -0.501
C -4.079 0.276 -0.697
C -2.751 0.514 -0.197
C -0.759 3.986 1.133
C -0.067 4.137 2.329
C -0.073 5.384 2.936
C -0.758 6.442 2.354
C -1.409 6.284 1.135
C -1.403 5.054 0.501
C 2.012 -0.171 1.885
C 2.614 0.591 2.885
C 3.968 0.432 3.112
C 4.698 -0.471 2.345
C 4.081 -1.208 1.343
C 2.723 -1.069 1.101
C -0.358 -0.090 3.369
C -0.160 -1.314 4.004
C -0.691 -1.485 5.270
C -1.394 -0.451 5.880
C -1.567 0.768 5.236
C -1.052 0.959 3.963
H 1.243 -0.546 -4.078
H 1.542 -0.492 -6.559
H 0.763 1.448 -7.866
H -0.355 3.353 -6.750
H -0.640 3.339 -4.288
H 1.438 4.139 -2.436
H 3.768 4.901 -2.152
H 5.546 3.274 -1.599
H 5.014 0.875 -1.382
H 2.676 0.088 -1.712
H -3.362 3.690 0.990
H -5.669 3.009 0.418
H -6.111 0.939 -0.848
H -4.259 -0.681 -1.179
H -1.999 0.193 -0.927
H 0.481 3.311 2.758
H 0.469 5.529 3.861
H -0.767 7.408 2.844
H -1.910 7.123 0.670
H -1.862 4.929 -0.471
H 2.035 1.284 3.485
H 4.450 0.999 3.897
H 5.755 -0.603 2.534
H 4.657 -1.907 0.750
H 2.240 -1.660 0.340
H 0.407 -2.103 3.522
H -0.548 -2.425 5.788
H -1.801 -0.594 6.872
H -2.098 1.574 5.727
H -1.177 1.903 3.449
*
```

Computed properties:
- LUMO level (alpha / beta): -10.11 / -10.11 eV
- Energy relative to the best compared isomer or geometry (same formula, charge and spin): 259.2 kcal per mole
- HOMO level (alpha / beta): -14.1 / -14.1 eV
- Kohn-Sham gap (alpha / beta): 4.0 / 4.0 eV
- Total energy: -114033.5868 eV


Record 3
A molecular structure, C52H40I2N5O7P2S2SeW, computed with ωB97M-V/def2-TZVPD.

```
! wB97M-V def2-TZVPD RIJCOSX def2/J DEFGRID3
* xyz 1 1
W -0.344 -0.503 -0.058
I -2.915 -0.102 4.390
C -1.447 1.148 3.638
C -0.935 2.205 4.412
C 0.014 3.057 3.919
I 0.674 4.633 5.111
C 0.521 2.873 2.605
C 1.496 3.664 1.982
C 1.891 3.367 0.704
C 1.337 2.278 0.041
N 0.406 1.513 0.572
C -0.006 1.806 1.848
C -0.998 0.942 2.356
O -1.471 0.013 1.546
H -1.315 2.339 5.416
H 1.932 4.497 2.520
H 2.651 3.949 0.201
H 1.679 2.012 -0.946
O -0.452 -2.328 1.199
S 0.659 -1.995 2.148
O 0.309 -1.875 3.518
O 1.185 -0.750 1.500
C 1.821 -3.298 1.968
C 1.986 -4.131 3.064
C 2.754 -5.279 2.949
C 3.330 -5.598 1.730
C 3.168 -4.758 0.637
C 2.418 -3.599 0.745
S 2.526 -2.478 -0.642
O 3.440 -1.460 -0.204
O 2.904 -3.289 -1.764
O 1.144 -1.903 -0.925
H 1.501 -3.877 3.996
H 2.888 -5.921 3.809
H 3.920 -6.498 1.622
H 3.640 -4.988 -0.308
C -1.014 0.881 -3.814
N -1.300 2.249 -3.480
C -1.224 2.638 -2.095
P -2.126 1.435 -0.988
C -2.679 2.464 0.399
C -3.762 2.023 1.157
C -4.224 2.784 2.216
C -3.602 3.984 2.536
C -2.524 4.427 1.786
C -2.067 3.674 0.713
C -3.659 1.251 -1.963
C -4.062 0.053 -2.542
C -5.185 0.010 -3.355
C -5.919 1.163 -3.589
C -5.535 2.359 -3.000
C -4.414 2.402 -2.184
C -2.064 2.999 -4.389
C -2.170 4.387 -4.260
C -2.941 5.119 -5.147
C -3.608 4.495 -6.193
C -3.484 3.124 -6.340
C -2.726 2.377 -5.449
P 0.188 -0.038 -2.748
C 0.159 -1.577 -3.740
C 1.362 -2.240 -3.971
C 1.389 -3.417 -4.705
C 0.221 -3.929 -5.247
C -0.981 -3.264 -5.043
C -1.016 -2.103 -4.288
C 1.790 0.703 -3.189
C 2.024 1.234 -4.460
C 3.267 1.752 -4.779
C 4.296 1.734 -3.844
C 4.075 1.200 -2.585
C 2.824 0.695 -2.258
H -0.623 0.824 -4.831
H -1.911 0.260 -3.816
H -1.713 3.600 -1.967
H -0.192 2.757 -1.767
H -4.223 1.076 0.914
H -5.063 2.433 2.804
H -3.960 4.575 3.370
H -2.033 5.360 2.036
H -1.211 4.030 0.151
H -3.504 -0.853 -2.352
H -5.490 -0.929 -3.801
H -6.795 1.129 -4.224
H -6.104 3.262 -3.175
H -4.127 3.342 -1.727
H -1.628 4.911 -3.483
H -3.006 6.193 -5.026
H -4.203 5.072 -6.887
H -3.992 2.617 -7.151
H -2.682 1.304 -5.575
H 2.285 -1.856 -3.562
H 2.332 -3.928 -4.849
H 0.244 -4.841 -5.829
H -1.898 -3.655 -5.466
H -1.974 -1.630 -4.124
H 1.252 1.242 -5.218
H 3.437 2.164 -5.765
H 5.268 2.132 -4.104
H 4.870 1.158 -1.852
H 2.674 0.270 -1.277
Se -1.050 -3.559 -1.433
N -2.389 -4.441 -0.749
C -3.256 -3.572 -0.233
C -4.445 -3.911 0.452
C -5.194 -2.882 0.924
C -4.772 -1.547 0.704
N -3.685 -1.186 0.073
C -2.920 -2.193 -0.389
N -1.755 -1.944 -1.024
H -4.709 -4.952 0.578
H -6.115 -3.050 1.466
H -5.398 -0.743 1.081
*
```

Computed properties:
- LUMO level: -4.01 eV
- Energy relative to the best compared isomer or geometry (same formula, charge and spin): 11.9 kcal per mole
- HOMO level: -10.0 eV
- Kohn-Sham gap: 6.0 eV
- Total energy: -199973.7755 eV


Record 4
A molecular structure, C52H41BrN12O4PSTi in a non-equilibrium geometry, computed with ωB97M-V/def2-TZVPD.

```
! wB97M-V def2-TZVPD RIJCOSX def2/J DEFGRID3
* xyz -1 3
Ti -0.267 0.520 0.434
C -6.817 0.419 0.129
C -6.574 0.324 -1.249
C -5.299 0.483 -1.759
C -4.266 0.715 -0.858
C -2.834 0.938 -1.052
N -2.225 0.961 0.179
C -3.215 1.016 1.158
N -3.045 1.203 2.428
C -1.829 1.300 3.001
C -1.629 1.458 4.399
C -2.512 1.678 5.472
C -1.981 1.795 6.730
C -0.582 1.702 6.956
C 0.289 1.489 5.921
C -0.243 1.361 4.625
C 0.361 1.159 3.356
N 1.719 1.047 3.184
C 2.257 1.125 2.019
N 1.613 1.241 0.787
C 2.550 1.642 -0.143
N 2.339 2.089 -1.340
C 1.101 2.093 -1.876
N -0.022 1.497 -1.385
C -1.038 1.691 -2.296
N -2.312 1.292 -2.197
C -0.523 2.403 -3.432
C -1.121 2.864 -4.610
C -0.329 3.557 -5.497
C 1.038 3.799 -5.233
C 1.626 3.364 -4.067
C 0.822 2.668 -3.159
C 3.894 1.537 0.457
C 5.154 1.673 -0.101
C 6.244 1.437 0.727
C 6.061 1.113 2.075
C 4.791 0.997 2.630
C 3.713 1.195 1.787
N -0.593 1.116 2.398
C -4.505 0.806 0.511
C -5.791 0.668 1.022
H -7.828 0.297 0.496
H -7.400 0.126 -1.920
H -5.102 0.436 -2.822
H -3.576 1.759 5.297
H -2.637 1.968 7.574
H -0.204 1.808 7.965
H 1.357 1.419 6.082
H -2.167 2.675 -4.808
H -0.758 3.930 -6.419
H 1.628 4.338 -5.962
H 2.672 3.537 -3.854
H 5.287 1.915 -1.147
H 7.240 1.476 0.310
H 6.930 0.934 2.693
H 4.643 0.744 3.671
H -5.971 0.757 2.085
O -0.989 -4.185 4.747
C -0.932 -3.312 3.718
C -2.027 -2.568 3.288
C -1.850 -1.686 2.246
N -0.680 -1.503 1.614
C 0.336 -2.263 2.018
Br 1.923 -2.120 1.030
C 0.283 -3.169 3.059
H -1.877 -4.193 5.122
H -2.997 -2.655 3.758
H -2.680 -1.082 1.910
H 1.151 -3.736 3.352
C -1.521 -1.229 -4.332
C -2.203 -1.908 -3.149
P -1.129 -2.088 -1.657
C 0.173 -3.228 -2.284
C -0.244 -4.561 -2.897
C -2.184 -3.213 -0.624
C -3.226 -4.108 -1.293
H -2.193 -1.204 -5.192
H -0.623 -1.768 -4.639
H -1.244 -0.202 -4.105
H -2.550 -2.899 -3.452
H -3.084 -1.339 -2.839
H 0.853 -3.395 -1.445
H 0.758 -2.649 -3.000
H -0.678 -5.232 -2.155
H 0.630 -5.063 -3.314
H -0.964 -4.441 -3.708
H -2.712 -2.569 0.083
H -1.489 -3.812 -0.024
H -4.013 -3.513 -1.757
H -3.702 -4.743 -0.543
H -2.806 -4.760 -2.057
O 8.238 0.925 -1.179
S 9.301 0.732 -2.150
O 9.304 -0.569 -2.786
O 8.735 1.875 -3.787
C 7.734 1.486 -4.477
N 7.836 1.526 -5.835
C 6.784 1.119 -6.515
C 5.613 0.641 -5.938
C 5.608 0.629 -4.552
N 6.621 1.077 -3.830
C 4.473 0.096 -3.747
C 3.153 0.101 -4.176
C 2.172 -0.373 -3.321
N 2.419 -0.873 -2.112
C 3.696 -0.923 -1.738
C 4.748 -0.442 -2.494
H 6.872 1.161 -7.598
H 4.790 0.275 -6.533
H 2.873 0.535 -5.127
H 1.128 -0.315 -3.611
H 3.902 -1.329 -0.752
H 5.767 -0.451 -2.129
*
```

Computed properties:
- LUMO level (alpha / beta): 0.91 / 0.44 eV
- HOMO level (alpha / beta): -3.9 / -4.3 eV
- Kohn-Sham gap (alpha / beta): 4.8 / 4.8 eV
- Total energy: -193950.6124 eV